Entry from the Open Molecules 2025 dataset: 2 unconnected molecules or ions with the total composition C2H6N2O2 at a distorted geometry (the ωB97M-V functional and the def2-TZVPD basis).

```
12
Properties=species:S:1:pos:R:3:lowdin_charge:R:1
H 1.8001 1.0015 2.1123 0.0878
O -1.0922 1.3169 -0.3504 -0.0272
N -1.2286 0.0213 -2.1992 0.1342
C 1.2794 -0.7894 1.4057 -0.4120
O 0.4295 -1.5770 1.0701 -0.0013
H 2.2949 -1.1349 1.6949 0.1243
N 1.2159 0.5812 1.4095 0.1186
H -1.0448 -0.6155 -0.1675 0.1050
H -1.4864 -0.8717 -2.5707 0.0948
H 0.3017 1.0270 1.2732 0.0809
H -1.2929 0.8226 -2.8054 0.1066
C -1.1766 0.2179 -0.8726 -0.4118
```

Values from the calculation:
F_max	1.58	eV/Å
E_tot	-9246.994	eV
gap between HOMO and LUMO	10.81	eV
energy above the lowest of the compared OMol25 structures with the same formula, charge and spin	7.46	kcal per mole
molecular weight	90.08	u
structure (SMILES)	NC=O.NC=O
2S+1	1
LUMO energy	1.000	eV